Molecular formula: C36H45F27O18
Method: DFT, wB97M-V/def2-TZVPD

Each line ends with the Löwdin spin population.
CARTESIAN COORDINATES (ANGSTROEM)
C 5.31 -0.43 0.36  0.00
C 4.20 -0.49 1.41  0.00
O 4.57 -1.25 2.57  0.00
C 4.80 -2.56 2.47  0.00
O 4.29 -3.11 1.54  0.00
C 5.47 -3.24 3.76  0.00
F 6.40 -2.41 4.25  0.00
F 4.58 -3.56 4.69  0.00
F 6.08 -4.36 3.40  0.00
H 6.20 0.16 0.57  0.00
H 4.99 -0.34 -0.68  0.00
H 5.70 -1.45 0.32  0.00
H 3.37 -1.05 0.99  0.00
H 3.71 0.42 1.76  0.00
C 7.08 3.62 -6.68  0.00
C 5.59 3.77 -6.60  0.00
O 5.25 2.68 -5.84  0.00
C 3.96 2.51 -5.46  0.00
O 3.04 3.31 -5.68  0.00
C 3.63 1.17 -4.65  0.00
F 2.96 1.54 -3.54  0.00
F 2.87 0.39 -5.44  0.00
F 4.73 0.62 -4.14  0.00
H 7.36 2.65 -7.08  0.00
H 7.61 3.92 -5.77  0.00
H 7.53 4.28 -7.43  0.00
H 5.17 3.65 -7.60  0.00
H 5.19 4.68 -6.16  0.00
C -1.18 -2.56 1.32  0.01
C -1.13 -1.01 1.74  0.01
O -1.08 -0.22 0.57  0.12
C 0.12 0.17 0.05  0.42
O 1.30 0.04 0.53  0.27
C -0.03 0.93 -1.31  0.07
F -1.20 0.93 -1.88  0.01
F 0.40 2.18 -1.18  0.03
F 0.75 0.45 -2.28  0.03
H -0.47 -2.78 0.53  0.00
H -2.19 -2.82 1.00  0.00
H -0.99 -3.29 2.11  0.00
H -0.41 -0.91 2.55  0.00
H -2.10 -0.66 2.10  0.00
C -0.86 1.76 7.26  0.00
C -1.35 0.38 7.62  0.00
O -0.47 -0.64 7.24  0.00
C -0.37 -0.97 5.84  0.00
O -0.95 -0.49 4.87  0.00
C 0.78 -2.05 5.73  0.00
F 1.30 -2.30 6.93  0.00
F 0.24 -3.22 5.22  0.00
F 1.80 -1.60 4.93  0.00
H -1.64 2.53 7.32  0.00
H -0.62 1.67 6.21  0.00
H 0.13 1.97 7.66  0.00
H -2.30 0.29 7.09  0.00
H -1.62 0.28 8.67  0.00
C -4.95 0.36 3.16  0.00
C -4.26 0.93 4.32  0.00
O -4.55 2.32 4.46  0.00
C -3.90 3.21 3.79  0.00
O -2.90 2.90 3.10  0.00
C -4.50 4.64 4.07  0.00
F -4.78 4.90 5.37  0.00
F -3.53 5.54 3.80  0.00
F -5.54 4.93 3.26  0.00
H -6.01 0.49 2.97  0.00
H -4.81 -0.72 3.14  0.00
H -4.53 0.72 2.22  0.00
H -3.20 0.69 4.30  0.00
H -4.78 0.54 5.20  0.00
C -1.72 -2.77 -2.28  0.00
C -2.18 -4.09 -2.92  0.00
O -1.52 -5.15 -2.28  0.00
C -1.84 -5.44 -0.93  0.00
O -2.58 -4.87 -0.13  0.00
C -0.91 -6.53 -0.41  0.00
F 0.17 -6.01 0.10  0.00
F -1.54 -7.19 0.60  0.00
F -0.58 -7.46 -1.34  0.00
H -1.88 -2.70 -1.20  0.00
H -2.10 -1.82 -2.65  0.00
H -0.63 -2.81 -2.31  0.00
H -1.97 -4.14 -3.98  0.00
H -3.25 -4.30 -2.86  0.00
C -6.44 5.27 -3.78  0.00
C -5.11 4.48 -3.97  0.00
O -5.26 3.28 -3.22  0.00
C -4.33 2.27 -3.38  0.00
O -3.25 2.33 -3.93  0.00
C -4.71 0.91 -2.73  0.00
F -5.11 0.17 -3.77  0.00
F -3.61 0.37 -2.22  0.00
F -5.69 1.06 -1.86  0.00
H -6.45 6.04 -4.56  0.00
H -6.59 5.71 -2.80  0.00
H -7.38 4.73 -3.93  0.00
H -4.36 5.14 -3.53  0.00
H -4.79 4.29 -4.99  0.00
C 2.50 -6.47 3.03  0.00
C 1.06 -6.01 3.12  0.00
O 0.22 -7.15 3.03  0.00
C -0.01 -7.89 4.09  0.00
O 0.32 -7.57 5.28  0.00
C -0.64 -9.27 3.73  0.00
F -1.94 -9.08 3.52  0.00
F -0.14 -9.71 2.62  0.00
F -0.37 -10.18 4.67  0.00
H 3.07 -5.62 2.66  0.00
H 2.63 -7.19 2.23  0.00
H 3.05 -6.92 3.85  0.00
H 0.86 -5.28 2.33  0.00
H 0.91 -5.58 4.11  0.00
C 2.61 6.73 -7.26  0.00
C 2.20 7.12 -5.82  0.00
O 1.26 6.14 -5.27  0.00
C 0.68 6.29 -4.08  0.00
O 0.90 7.28 -3.34  0.00
C -0.27 5.12 -3.74  0.00
F -0.26 4.20 -4.68  0.00
F 0.24 4.73 -2.57  0.00
F -1.43 5.60 -3.54  0.00
H 1.67 6.80 -7.80  0.00
H 3.11 5.77 -7.18  0.00
H 3.26 7.50 -7.69  0.00
H 1.81 8.13 -5.81  0.00
H 3.08 7.14 -5.18  0.00

Energy above the lowest of the compared OMol25 structures with the same formula, charge and spin (kcal per mole): 29.9
2S+1: 2
Max |F| (eV/A): 5.02
HOMO level (alpha / beta) (Ha): -0.00795 / -0.18130
<S²>: 0.75
E_LUMO (alpha / beta) (eV): 1.967 / 1.967
Net charge: -1